1.
88
Properties=species:S:1:pos:R:3:mulliken_charge:R:1 method="wB97M-V/def2-TZVPD" multiplicity=5 de_lowest_kj_mol=61.7 total_charge=+1 energy_ev=-104045.46377 lumo_ev="-2.907 / -5.421"
Rh 15.289 13.568 11.629 0.904
C 20.121 12.156 10.812 -1.201
Si 18.504 12.874 10.151 0.243
C 18.968 14.587 9.470 -0.945
C 17.636 11.707 8.946 -0.763
N 17.408 13.037 11.552 -0.126
C 17.931 13.400 12.749 0.351
C 19.016 14.295 12.946 0.112
C 19.489 14.597 14.200 -1.097
C 18.913 13.977 15.311 -0.403
C 17.840 13.123 15.193 -0.685
C 17.234 13.045 13.945 0.224
O 15.979 12.501 13.765 -0.237
C 14.991 12.718 14.770 0.308
C 14.747 13.959 15.264 0.314
C 13.760 14.158 16.246 -0.751
C 13.078 13.084 16.777 -0.645
C 13.340 11.807 16.248 -0.755
C 14.270 11.606 15.219 -0.368
H 20.694 11.615 10.018 0.398
H 19.911 11.488 11.657 0.349
H 20.787 12.922 11.229 0.323
H 20.047 14.648 9.346 0.419
H 18.653 15.383 10.152 0.204
H 18.486 14.767 8.494 0.341
H 18.206 10.819 8.588 0.474
H 17.288 12.282 8.040 0.267
H 16.675 11.290 9.340 -0.092
H 19.486 14.735 12.061 0.329
H 20.332 15.285 14.345 0.463
H 19.321 14.185 16.288 0.445
H 17.445 12.580 16.066 0.496
H 15.341 14.819 14.893 0.408
H 13.591 15.168 16.612 0.445
H 12.319 13.279 17.542 0.430
H 12.786 10.949 16.636 0.425
H 14.389 10.628 14.740 0.552
C 14.935 17.494 11.714 -0.900
S 16.340 16.304 11.631 0.931
O 17.494 17.098 11.286 -0.604
O 16.384 15.576 12.888 -0.579
O 15.968 15.291 10.525 -0.649
H 15.273 18.351 12.342 0.383
H 14.116 16.952 12.158 0.205
H 14.685 17.838 10.705 0.281
F 7.012 11.961 12.379 -0.267
C 7.711 13.135 12.596 0.904
F 7.076 14.090 11.842 -0.250
F 7.512 13.480 13.903 -0.261
C 9.159 12.950 12.304 0.158
C 9.541 12.129 11.241 -1.080
C 10.863 12.085 10.845 -0.234
C 11.818 12.884 11.408 -0.127
C 11.429 13.702 12.472 -0.148
C 10.128 13.676 12.969 -0.923
P 13.434 12.958 10.619 2.193
C 13.665 11.242 10.150 0.234
C 13.686 10.641 8.897 0.163
C 13.754 9.274 8.763 -0.789
C 13.798 8.456 9.869 -0.049
C 13.793 9.053 11.121 -0.554
C 13.709 10.429 11.260 -0.522
C 13.778 6.994 9.785 0.803
F 13.042 6.583 8.664 -0.269
F 13.215 6.403 10.883 -0.252
F 15.024 6.439 9.610 -0.244
C 13.194 14.039 9.178 0.535
C 12.255 15.028 9.125 -0.422
C 12.367 16.140 8.281 -0.750
C 13.416 16.232 7.383 0.258
C 14.273 15.125 7.276 -1.018
C 14.126 14.044 8.155 -0.219
C 13.602 17.552 6.700 0.784
F 13.029 18.614 7.340 -0.263
F 13.139 17.602 5.400 -0.258
F 14.938 17.895 6.606 -0.259
H 8.822 11.476 10.690 0.410
H 11.092 11.464 9.978 0.432
H 12.175 14.320 12.994 0.284
H 9.901 14.214 13.923 0.400
H 13.586 11.322 8.002 0.410
H 13.736 8.801 7.770 0.459
H 13.770 8.435 12.041 0.452
H 13.677 10.815 12.319 -0.093
H 11.409 15.002 9.875 0.222
H 11.662 16.958 8.454 0.431
H 15.131 15.106 6.578 0.410
H 14.805 13.202 8.076 0.086

---

2.
78
Properties=species:S:1:pos:R:3:mulliken_charge:R:1 method="wB97M-V/def2-TZVPD" de_lowest_kj_mol=64.1 energy_ev=-75931.21239 lumo_ev=0.085
Ir 0.043 -0.155 -0.498 1.725
N 1.673 1.031 1.783 0.436
P -0.009 0.713 1.588 0.080
C -0.437 0.169 3.300 0.799
C -1.372 -0.831 3.553 0.069
C -1.711 -1.178 4.853 -0.883
C -1.118 -0.527 5.923 -0.609
C -0.196 0.482 5.685 -0.825
C 0.133 0.832 4.385 -1.109
C -0.758 2.376 1.704 1.089
C -2.142 2.503 1.611 -0.159
C -2.748 3.740 1.765 -0.769
C -1.980 4.868 2.006 -0.651
C -0.601 4.754 2.093 -0.778
C 0.005 3.515 1.948 -0.324
C 2.631 0.594 0.897 0.526
C 3.980 0.946 1.042 -1.128
C 4.905 0.339 0.228 -0.566
C 4.499 -0.625 -0.692 -1.030
C 3.153 -0.885 -0.797 -1.086
N 2.228 -0.254 -0.061 0.571
H 2.019 1.564 2.563 0.315
H -1.817 -1.385 2.740 0.617
H -2.429 -1.969 5.025 0.446
H -1.372 -0.802 6.938 0.386
H 0.262 1.006 6.513 0.420
H 0.819 1.659 4.243 0.173
H -2.758 1.640 1.402 0.280
H -3.823 3.821 1.674 0.460
H -2.452 5.836 2.116 0.384
H 0.008 5.632 2.268 0.417
H 1.086 3.457 1.993 0.357
H 4.273 1.662 1.799 0.504
H 5.953 0.594 0.325 0.400
H 5.207 -1.159 -1.309 0.481
H 2.758 -1.651 -1.455 0.786
S -1.675 -0.001 -4.706 -0.471
C 0.036 0.074 -4.936 1.219
C 0.733 0.183 -6.134 -0.670
C 2.109 0.270 -6.085 -0.576
C 2.771 0.267 -4.855 -0.993
C 2.075 0.152 -3.669 -0.364
C 0.690 0.026 -3.702 -1.132
N -0.181 -0.109 -2.610 0.849
C -1.427 -0.083 -3.013 0.427
C -2.471 -0.183 -2.028 0.434
C -3.828 -0.242 -2.344 -0.428
C -4.745 -0.409 -1.330 -1.083
C -4.277 -0.538 -0.023 -0.629
C -2.927 -0.466 0.269 -0.195
C -1.958 -0.253 -0.723 -0.396
H 0.206 0.212 -7.079 0.422
H 2.675 0.358 -7.003 0.399
H 3.849 0.368 -4.829 0.440
H 2.594 0.190 -2.728 0.365
H -4.160 -0.163 -3.373 0.426
H -5.803 -0.463 -1.545 0.390
H -4.986 -0.700 0.781 0.472
H -2.625 -0.593 1.294 0.167
I -1.066 3.180 -1.799 -0.160
C 0.440 1.865 -0.970 -2.203
H 0.859 2.487 -0.182 0.968
H 1.179 1.860 -1.772 0.725
C 1.335 -2.439 1.940 -0.720
C 0.702 -3.022 0.720 0.172
C 0.635 -4.371 0.482 -1.005
C 0.029 -4.530 -0.782 -1.206
C -0.240 -3.272 -1.260 0.055
C -0.869 -3.052 -2.601 -0.723
N 0.155 -2.309 -0.337 1.207
H 1.812 -3.246 2.499 0.472
H 0.617 -1.983 2.612 0.011
H 2.108 -1.700 1.725 -0.017
H 1.006 -5.141 1.142 0.488
H -0.179 -5.451 -1.306 0.457
H -0.966 -4.027 -3.079 0.481
H -0.269 -2.433 -3.269 0.006
H -1.872 -2.624 -2.542 0.115